Entry 1:
The following is a DFT calculation (wB97M-V/def2-TZVPD) of a structure of composition C4H26BO21 at a distorted geometry.

Geometry as ORCA input:
```
! RIJCOSX wB97M-V def2-TZVPD def2/J DEFGRID3
* xyz -1 1
O 36.9130 37.3500 22.5710
C 35.9150 38.0350 22.7180
O 35.1460 37.7910 23.6610
B 34.3800 38.9710 23.9320
O 34.6040 39.8800 22.8250
C 35.5270 39.2810 22.1630
O 36.2100 39.8920 21.3660
O 34.6850 39.5420 25.2460
C 33.6080 39.3500 25.9800
O 33.8070 39.2160 27.1710
C 32.5700 38.8250 25.1600
O 32.9180 38.6670 24.0180
O 31.3580 38.9760 25.5930
O 33.9680 42.6650 21.2580
H 33.2530 42.3590 21.7600
H 34.6030 42.0010 21.1970
O 30.4610 38.5570 27.9730
H 30.7630 38.9760 27.1730
H 29.5550 38.5740 28.0290
O 34.5760 42.6050 25.1220
H 34.9920 43.3820 24.5340
H 35.0520 41.7620 25.2270
O 36.1040 40.4580 18.6310
H 36.0260 39.9720 19.3580
H 36.6930 40.0450 18.1370
O 34.4340 37.6790 30.1400
H 34.4020 38.1460 29.2070
H 33.7770 37.0580 29.8710
O 36.2500 37.1700 26.4980
H 35.5460 37.4040 25.8550
H 36.2010 37.9930 27.2490
O 31.4160 38.4100 21.3120
H 30.9060 37.6720 21.3280
H 32.3790 38.0950 21.2790
O 37.8330 39.9090 24.2270
H 37.2980 40.4140 24.7980
H 37.7470 40.4390 23.5290
O 39.5850 38.0610 21.7910
H 40.0810 38.4230 22.4960
H 38.6860 37.8910 22.2130
O 28.6060 37.9270 23.4010
H 29.1630 38.7420 23.7630
H 27.8210 38.4770 23.4240
O 31.6250 36.0000 23.7880
H 32.4090 35.5750 24.2440
H 31.9640 36.9070 23.6030
O 29.3690 40.6040 26.0720
H 28.5790 40.0580 26.2550
H 30.1350 40.1680 25.8930
O 36.5080 34.1600 23.4870
H 36.6750 34.4370 22.5500
H 37.3740 34.3070 23.8490
*
```

Values from the calculation:
Kohn-Sham gap ... 9.75 eV
Calculated total energy ... -48247.5176 eV
E_HOMO ... -8.40 eV
ΔE to the lowest compared entry with this formula, charge and spin ... 632.0 kJ/mol

***

Entry 2:
The following is a DFT calculation (wB97M-V/def2-TZVPD) of a cluster of 9 separate species, C4H26N2O9S in total at a distorted geometry.

Geometry as ORCA input:
```
! RIJCOSX wB97M-V def2-TZVPD def2/J DEFGRID3
* xyz 0 1
C 0.0254 -2.5219 0.6643
C -0.8338 -1.8313 -0.4138
C -2.3179 -2.2320 -0.1521
S -2.7820 -3.9788 -0.2896
N -0.6792 -0.3511 -0.2495
C -1.5576 0.1914 -1.3340
N -2.5201 0.9817 -0.8503
O -1.6821 -0.1540 -2.4550
H 1.0978 -2.8339 0.3535
H 0.3077 -1.7854 1.5695
H -0.4364 -3.3181 1.0803
H -0.6837 -2.1729 -1.4730
H -3.0547 -1.8994 -0.8899
H -2.6417 -1.7606 0.8026
H -3.1107 -4.0796 -1.5926
H -0.7498 -0.0416 0.8183
H -2.4422 1.4145 0.1236
H -3.2814 1.4072 -1.3232
O 2.1439 0.3604 0.6644
H 1.4080 -0.0987 0.2238
H 2.8996 0.1074 0.0437
O 0.4607 2.5233 0.5030
H 1.3187 2.1523 0.6159
H -0.0640 1.8636 0.8043
O 0.7462 1.4494 -3.1925
H 0.0917 2.0407 -2.7978
H 0.5651 0.5521 -2.9562
O -1.7240 0.5545 2.1781
H -1.5710 -0.1784 2.7634
H -1.6371 1.3580 2.8235
O 1.4719 0.5379 3.3695
H 2.2157 1.0013 2.8569
H 0.9291 0.0559 2.6523
O 3.2710 1.2346 -3.0891
H 2.9143 1.1930 -4.0488
H 2.4957 1.7806 -2.7222
O 3.5582 -0.8612 -1.6640
H 4.4598 -1.0223 -1.8633
H 3.3511 -0.1300 -2.2152
O -0.8242 2.5488 3.8599
H 0.1293 2.7051 3.5294
H -1.2673 3.2374 3.2717
*
```

Values from the calculation:
Structure (SMILES) ... C[C@@H](CS)NC(N)=O.O.O.O.O.O.O.O.O
Kohn-Sham gap ... 9.19 eV
Calculated total energy ... -36812.0077 eV
E_HOMO ... -9.07 eV
ΔE to the lowest compared entry with this formula, charge and spin ... 255.8 kJ/mol

***

Entry 3:
The following is a DFT calculation (wB97M-V/def2-TZVPD) of a cluster of 8 separate species, C4H26N3O8 in total at a distorted geometry.

Geometry as ORCA input:
```
! RIJCOSX wB97M-V def2-TZVPD def2/J DEFGRID3
* xyz 1 1
N -0.5747 -0.3850 1.4513
C 0.1064 0.9105 1.1686
C -0.5893 1.7550 0.1262
N 0.2414 2.5797 -0.5292
C 1.6553 2.8278 -0.3197
C 2.5807 1.9017 -1.1993
N 2.7438 0.5414 -0.6352
O -1.7972 1.7185 -0.0557
H -0.0866 -1.0490 2.0498
H -1.0708 -0.8594 0.6892
H -1.3259 -0.1883 2.1156
H 1.0355 0.5840 0.7229
H 0.1830 1.4111 2.1294
H -0.2040 3.1435 -1.2331
H 1.9086 2.6796 0.7283
H 2.0262 3.7895 -0.6595
H 2.1500 1.9157 -2.1936
H 3.5639 2.3631 -1.1021
H 3.6109 0.1205 -0.9446
H 1.9894 -0.0050 -1.0342
H 3.1142 0.1093 1.2016
H 3.3638 -0.8233 2.4375
O 2.6850 -0.4686 1.8575
H 0.5460 -1.6939 -1.7468
H 1.4553 -2.5588 -2.6203
O 1.4971 -1.9091 -1.9103
H -2.4130 0.5084 -2.9685
H -2.4087 -0.6480 -3.9748
O -1.8369 -0.1319 -3.3964
H -1.5503 -2.8828 3.2721
H -2.4883 -2.6841 2.0082
O -1.6657 -2.4494 2.4398
H -0.9115 -2.3005 -0.8541
H -1.7239 -1.2672 -1.6769
O -0.9062 -1.3905 -1.1599
H 1.4342 -2.4310 2.3786
H 1.1316 -3.7236 3.0186
O 0.8988 -2.7897 3.0890
H -3.8318 0.8834 -1.1606
H -4.5259 0.0491 -0.0942
O -4.4004 0.1134 -1.0441
*
```

Values from the calculation:
Kohn-Sham gap ... 9.81 eV
Calculated total energy ... -25414.9193 eV
E_HOMO ... -12.58 eV

***

Entry 4:
The following is a DFT calculation (wB97M-V/def2-TZVPD) of a cluster of 10 separate species, C4H26NO11 in total at a distorted geometry.

Geometry as ORCA input:
```
! RIJCOSX wB97M-V def2-TZVPD def2/J DEFGRID3
* xyz -1 1
C -0.0976 0.8305 2.0292
N 0.2864 -0.4895 1.1755
C 0.4770 -0.4356 -0.2137
O 0.0472 -1.4280 -0.8950
O 1.1823 0.4779 -0.7240
C -0.9444 0.3273 3.2165
C -1.1110 1.6063 4.1906
H -0.5326 1.4777 1.3190
H 0.8578 1.3784 2.2213
H -0.2465 -1.2101 1.4435
H -1.9188 0.0990 2.8004
H -0.5118 -0.5690 3.7717
H -1.5761 2.3940 3.4834
H -1.7106 1.3769 5.0346
H -0.1163 1.9203 4.3723
H -2.1630 -0.5140 -0.3113
H -2.4138 -0.1849 1.1771
O -2.3738 0.2071 0.3059
H -1.3715 -1.7840 -1.5896
H -2.4974 -2.6663 -1.7647
O -2.2743 -1.7583 -1.8851
H -0.9027 -4.2391 -0.0320
H -0.5716 -2.7233 0.0459
O -0.9849 -3.4641 0.5743
H 0.0117 0.4633 -2.1948
H -0.8007 0.7141 -3.4572
O -0.1218 1.0901 -2.9011
H -0.4902 2.3559 -1.1027
H 1.0448 2.7315 -1.2291
O 0.1763 3.0553 -1.1263
H 3.9439 -1.4454 0.0706
H 4.0256 0.0130 -0.4069
O 4.3257 -0.6787 0.1796
H 3.9246 0.1865 2.8717
H 2.5515 0.4219 2.2234
O 3.0014 0.5664 3.0506
H -3.7094 -0.0581 -2.1886
H -3.7382 1.4212 -1.8685
O -4.0258 0.7600 -2.5627
H 2.3270 0.1827 -3.8154
H 2.1390 0.0524 -2.2677
O 2.6099 -0.3700 -3.0375
*
```

Values from the calculation:
Kohn-Sham gap ... 9.37 eV
Calculated total energy ... -28584.9948 eV
E_HOMO ... -6.44 eV
ΔE to the lowest compared entry with this formula, charge and spin ... 180.2 kJ/mol

***

Entry 5:
The following is a DFT calculation (wB97M-V/def2-TZVPD) of a structure of composition C4H26NO9 at a distorted geometry.

Geometry as ORCA input:
```
! RIJCOSX wB97M-V def2-TZVPD def2/J DEFGRID3
* xyz -1 1
C -3.0012 0.8884 1.6956
N -2.2964 -0.2402 0.9682
C -2.3459 -0.1140 -0.5486
C -1.2723 0.9423 -1.1155
C -1.6685 1.9551 -2.1652
O -2.3367 3.0562 -1.4861
H -4.0778 0.7922 1.4650
H -2.8307 1.9155 1.4048
H -2.8390 0.6543 2.7097
H -1.3734 -0.1481 1.3248
H -3.2968 0.0661 -1.0410
H -2.1917 -1.2001 -0.8893
H -0.8552 1.4947 -0.1348
H -0.4397 0.4154 -1.5623
H -0.6703 2.4072 -2.5346
H -2.2221 1.4592 -2.9566
H 0.7314 -3.2586 1.2686
H -0.2205 -4.0453 2.1394
O 0.4207 -4.1524 1.4873
H 1.4958 -0.8919 0.5664
H -1.7902 3.4015 -0.8108
O 1.2677 0.2258 0.0745
H 2.5240 2.7792 1.5828
H 2.1718 2.1705 0.1272
O 2.2229 3.0313 0.6887
H -0.9092 -3.4334 0.4304
H -1.9658 -2.4142 0.5945
O -1.8066 -3.3379 0.5212
H 2.9837 -1.1690 -0.6802
H 1.3510 -2.3181 -0.1940
O 1.6343 -2.0486 0.5678
H 1.9665 -0.7649 -1.6440
H 3.8487 -1.4519 2.2546
O 2.7845 -1.3420 -1.6061
H 1.8165 1.7827 -2.0148
H 2.8779 1.4433 -3.1754
O 1.8819 1.3412 -2.9041
H 2.9707 -0.1412 2.2533
H 1.8102 0.8930 0.6301
O 3.6496 -0.6433 2.7085
*
```

Values from the calculation:
Kohn-Sham gap ... 8.87 eV
Calculated total energy ... -24486.1233 eV
E_HOMO ... -6.10 eV
ΔE to the lowest compared entry with this formula, charge and spin ... 398.7 kJ/mol

***

Entry 6:
The following is a DFT calculation (wB97M-V/def2-TZVPD) of a cluster of 10 separate species, C4H27NO10 in total at a distorted geometry.

Geometry as ORCA input:
```
! RIJCOSX wB97M-V def2-TZVPD def2/J DEFGRID3
* xyz 0 1
C 1.1382 0.0289 0.3000
N -0.3224 -0.2051 0.6933
C -1.0736 1.0330 0.5878
C -0.4761 2.3165 1.4374
C 0.1221 3.3261 0.4662
O -0.2350 3.3799 -0.6910
H 1.7350 0.0874 1.1648
H 1.2070 0.8287 -0.4871
H 1.4691 -0.9244 -0.2494
H -0.1807 -0.6537 1.6082
H -2.0331 0.7377 1.0378
H -0.8910 1.4335 -0.4950
H -1.1625 2.6901 2.0880
H 0.2116 1.7681 2.1465
H 0.6506 4.1124 0.9041
O 0.6938 -2.5560 3.3449
H 0.2259 -2.9203 2.6289
H 1.3120 -1.9605 2.9329
O -1.7679 -3.5314 1.3216
H -2.5058 -3.0583 1.3558
H -1.2613 -2.9645 0.7155
O -0.9980 -2.6560 -1.1504
H -1.6138 -2.0222 -1.6961
H -1.4590 -3.5127 -1.4859
O -0.3221 1.7433 -2.7522
H -0.3253 2.3867 -1.9802
H -1.1553 1.8215 -3.2791
O 2.4706 1.2568 -2.8189
H 1.7745 1.8630 -2.7345
H 2.1350 0.6005 -3.4569
O 1.1537 -4.0694 -0.7294
H 0.6972 -4.6030 -0.0528
H 0.6262 -3.2686 -0.9416
O 3.6039 2.3519 -0.4666
H 3.5559 2.3946 -1.4348
H 2.8027 2.2136 -0.0894
O -1.0496 0.2267 3.6618
H -0.7227 -0.7430 3.6072
H -1.8333 0.3432 3.2434
O -2.7408 -0.5481 -2.3801
H -3.6124 -0.3220 -2.7558
H -2.1225 0.0997 -2.6147
*
```

Values from the calculation:
Structure (SMILES) ... CNCCC=O.O.O.O.O.O.O.O.O.O
Kohn-Sham gap ... 8.82 eV
Calculated total energy ... -26548.2701 eV
E_HOMO ... -8.96 eV
ΔE to the lowest compared entry with this formula, charge and spin ... 417.1 kJ/mol

***

Which of these has the highest calculated total energy?
C4H26NO9